Record 1
Below is a molecular structure, C20H32IrN5O5S3, with properties calculated with ωB97M-V with the def2-TZVPD basis set.

Atoms and positions in Å:
1 Ir -0.853 0.379 -0.283
2 C -0.832 4.070 2.231
3 C -0.681 2.624 1.874
4 O -0.277 2.343 0.728
5 C -0.994 1.654 2.892
6 C -0.702 0.323 2.850
7 C -0.946 -0.564 4.028
8 N -0.147 -0.232 1.719
9 N 0.337 -1.443 1.862
10 C 0.751 -1.953 0.670
11 O 0.639 -1.332 -0.423
12 C 1.360 -3.295 0.682
13 C 1.285 -4.116 1.808
14 C 1.840 -5.385 1.769
15 C 2.474 -5.833 0.617
16 C 2.558 -5.012 -0.502
17 C 1.997 -3.748 -0.472
18 H -0.520 4.695 1.399
19 H -0.237 4.304 3.116
20 H -1.878 4.276 2.475
21 H -1.423 2.038 3.807
22 H -1.427 -0.011 4.830
23 H -0.005 -0.983 4.385
24 H -1.572 -1.404 3.725
25 H 0.794 -3.752 2.699
26 H 1.780 -6.026 2.639
27 H 2.908 -6.824 0.590
28 H 3.061 -5.361 -1.394
29 H 2.063 -3.093 -1.331
30 C 0.475 -1.344 -4.335
31 C -1.006 -1.078 -4.603
32 C -1.158 -0.100 -5.761
33 C -1.731 -2.393 -4.909
34 N -1.607 -0.392 -3.438
35 N -1.352 -0.970 -2.175
36 H 0.983 -1.542 -5.280
37 H 0.630 -2.224 -3.703
38 H 0.952 -0.481 -3.867
39 H -0.837 -0.566 -6.695
40 H -0.554 0.793 -5.584
41 H -2.204 0.201 -5.878
42 H -1.281 -2.900 -5.766
43 H -2.784 -2.207 -5.140
44 H -1.680 -3.071 -4.053
45 H -2.607 -0.261 -3.521
46 H -0.570 -1.615 -2.197
47 H -2.195 -1.423 -1.828
48 C -5.056 -0.167 0.950
49 S -3.646 -0.074 -0.079
50 O -3.032 1.272 0.086
51 O -4.062 -0.350 -1.436
52 O -2.653 -1.060 0.438
53 H -5.855 0.400 0.477
54 H -4.802 0.245 1.925
55 H -5.325 -1.219 1.031
56 S 0.415 1.728 -2.093
57 C -0.617 2.796 -2.873
58 N -0.158 3.670 -3.757
59 C -1.084 4.650 -4.322
60 C -2.496 4.178 -3.953
61 S -2.317 2.936 -2.635
62 H 0.838 3.743 -3.905
63 H -0.956 4.690 -5.401
64 H -0.873 5.638 -3.914
65 H -3.008 3.715 -4.792
66 H -3.107 4.991 -3.572

The spin multiplicity is 6. The LUMO energy (alpha / beta) is -2.4 / -4.8 eV. The energy above the lowest of the compared OMol25 structures with the same formula, charge and spin is 52.7 kJ/mol. Its calculated total energy is -2729.84825 hartree. As for the total charge: +1. For the HOMO energy (alpha / beta), the calculation gives -10.4 / -11.3 eV.

Record 2
Below is a molecular structure, C20H32MgN2O6P2 in a non-equilibrium geometry, with properties calculated with ωB97M-V with the def2-TZVPD basis set.

Atoms and positions in Å:
1 C 1.583 -1.196 5.819
2 O 0.978 -0.660 4.605
3 C -0.373 -0.265 4.966
4 C -1.005 0.648 3.795
5 C -1.430 -0.184 2.487
6 C -2.827 0.276 1.836
7 C -2.968 1.866 1.624
8 C -2.357 2.258 0.195
9 C -0.779 2.678 0.267
10 C -0.428 3.310 -1.165
11 C 1.137 3.495 -1.462
12 C 2.062 2.248 -1.059
13 N 1.435 0.919 -1.300
14 C 1.247 0.496 -2.693
15 O 1.512 1.177 -3.705
16 C 0.667 -0.974 -2.504
17 C -0.078 -1.936 -3.458
18 C -0.346 -1.482 -4.966
19 P 1.330 -1.314 -5.839
20 O 1.305 -2.348 -6.991
21 O 1.466 0.235 -6.530
22 O 2.665 -1.700 -4.858
23 C -0.547 -3.337 -2.908
24 C -0.247 -3.765 -1.426
25 C 0.533 -2.763 -0.490
26 P 0.971 -3.237 1.277
27 N 2.561 -2.904 1.459
28 C 0.974 -1.391 -1.041
29 C 1.775 -0.176 -0.394
30 O 2.542 -0.094 0.585
31 H 1.018 -2.090 6.250
32 H 1.641 -0.332 6.571
33 H 2.665 -1.549 5.645
34 H -0.337 0.416 5.900
35 H -1.087 -1.149 5.106
36 H -1.956 1.185 4.187
37 H -0.282 1.474 3.432
38 H -0.641 -0.128 1.643
39 H -1.514 -1.308 2.738
40 H -3.731 -0.143 2.456
41 H -2.895 -0.269 0.820
42 H -4.124 2.087 1.558
43 H -2.522 2.507 2.455
44 H -2.464 1.371 -0.534
45 H -2.887 3.140 -0.319
46 H -0.219 1.711 0.512
47 H -0.589 3.404 1.146
48 H -0.888 4.370 -1.171
49 H -0.992 2.715 -1.959
50 H 1.229 3.667 -2.602
51 H 1.519 4.451 -0.972
52 H 2.378 2.389 0.038
53 H 3.033 2.352 -1.676
54 H -0.975 -0.531 -4.980
55 H -0.952 -2.307 -5.466
56 H 2.293 0.655 -6.176
57 H 3.342 -0.975 -4.876
58 H -1.124 -4.091 -3.557
59 H -0.579 -4.808 -1.070
60 H 0.779 -4.644 1.479
61 H 0.177 -2.524 2.232
62 H 2.619 -2.222 2.235
63 Mg -5.290 1.299 2.829

The LUMO energy is -11.3 eV. Its calculated total energy is -2224.09524 hartree. As for the total charge: +2. For the HOMO energy, the calculation gives -13.0 eV.

Record 3
Below is C20H32N6O4 in the gas phase in a non-equilibrium geometry, with properties calculated with ωB97M-V with the def2-TZVPD basis set.

Atoms and positions in Å:
1 C 2.195 3.081 3.945
2 C 2.845 2.477 2.708
3 C 1.818 1.775 1.813
4 N 2.511 1.190 0.677
5 C 1.625 0.676 -0.339
6 C 0.683 -0.418 0.076
7 N 0.763 -1.105 1.204
8 C -0.271 -1.971 1.170
9 C -0.999 -1.816 0.002
10 C -2.153 -2.603 -0.297
11 O -2.856 -2.528 -1.290
12 N -2.413 -3.517 0.728
13 C -3.560 -4.396 0.566
14 C -1.702 -3.702 1.907
15 O -2.038 -4.539 2.715
16 N -0.606 -2.890 2.113
17 C 0.187 -3.025 3.314
18 N -0.357 -0.813 -0.695
19 C -0.810 -0.284 -1.951
20 C -1.927 0.762 -1.716
21 N -2.483 1.366 -2.896
22 C -3.168 0.451 -3.792
23 C -3.966 1.283 -4.796
24 O -3.121 2.142 -5.528
25 C -2.418 3.004 -4.665
26 C -1.583 2.217 -3.652
27 C 3.503 0.233 1.142
28 C 4.500 0.960 2.051
29 C 5.543 0.007 2.617
30 O 3.829 1.561 3.140
31 H 1.707 2.299 4.520
32 H 2.954 3.544 4.567
33 H 1.461 3.828 3.657
34 H 3.334 3.268 2.111
35 H 1.094 2.506 1.444
36 H 1.292 1.009 2.402
37 H 1.034 1.519 -0.716
38 H 2.246 0.307 -1.165
39 H -4.027 -4.154 -0.385
40 H -3.234 -5.436 0.578
41 H -4.261 -4.243 1.386
42 H 1.197 -3.346 3.058
43 H 0.241 -2.064 3.826
44 H -0.293 -3.767 3.948
45 H 0.035 0.160 -2.481
46 H -1.219 -1.112 -2.534
47 H -2.744 0.263 -1.187
48 H -1.539 1.563 -1.078
49 H -3.836 -0.185 -3.211
50 H -2.462 -0.187 -4.349
51 H -4.458 0.642 -5.529
52 H -4.721 1.874 -4.257
53 H -1.780 3.620 -5.300
54 H -3.126 3.646 -4.120
55 H -1.085 2.910 -2.971
56 H -0.819 1.637 -4.199
57 H 4.029 -0.174 0.276
58 H 3.035 -0.589 1.701
59 H 4.991 1.752 1.457
60 H 6.115 -0.446 1.812
61 H 5.052 -0.772 3.192
62 H 6.216 0.550 3.274

The LUMO energy is 0.5 eV. As for the SMILES: C[C@@H]1CN(Cc2nc3c(c(=O)n(C)c(=O)n3C)n2CCN2CCOCC2)C[C@H](C)O1. The energy above the lowest of the compared OMol25 structures with the same formula, charge and spin is 145.1 kJ/mol. Its calculated total energy is -1410.85042 hartree. For the HOMO energy, the calculation gives -8.3 eV.

Record 4
Below is a molecular structure, C20H33BN9NaO4P, with properties calculated with ωB97M-V with the def2-TZVPD basis set.

Atoms and positions in Å:
1 Na -0.410 -0.359 2.140
2 C -1.044 3.875 1.344
3 C -1.468 3.428 2.610
4 N -2.209 2.341 2.517
5 N -2.283 2.051 1.197
6 C -1.587 2.960 0.476
7 B -3.170 0.905 0.720
8 N -3.626 0.031 1.870
9 C -4.898 -0.156 2.290
10 C -4.863 -0.906 3.440
11 C -3.493 -1.133 3.653
12 N -2.758 -0.560 2.719
13 N -2.255 -0.009 -0.289
14 C -1.805 0.421 -1.528
15 C -0.853 -0.446 -1.946
16 C -0.746 -1.396 -0.896
17 N -1.694 -1.124 0.068
18 N -4.314 1.378 -0.152
19 C -5.133 0.623 -0.924
20 C -6.056 1.459 -1.501
21 C -5.711 2.735 -1.013
22 N -4.668 2.680 -0.205
23 H -0.454 4.740 1.096
24 H -1.276 3.857 3.581
25 H -1.571 2.936 -0.600
26 H -5.719 0.271 1.740
27 H -5.695 -1.237 4.034
28 H -3.017 -1.680 4.452
29 H -2.249 1.292 -1.979
30 H -0.277 -0.428 -2.854
31 H -0.277 -2.365 -0.900
32 H -5.000 -0.445 -0.995
33 H -6.852 1.189 -2.172
34 H -6.176 3.685 -1.218
35 C 3.061 -3.596 -2.020
36 C 3.204 -3.401 -0.518
37 C 4.561 -2.815 -0.163
38 C 2.967 -4.702 0.231
39 O 2.106 -2.532 -0.095
40 P 2.168 -0.955 0.086
41 O 3.089 -0.434 1.120
42 O 0.693 -0.594 0.359
43 O 2.515 -0.473 -1.400
44 C 3.004 0.867 -1.716
45 C 4.470 0.960 -1.329
46 C 2.164 1.915 -1.002
47 C 2.837 0.973 -3.225
48 H 3.817 -4.296 -2.380
49 H 3.184 -2.648 -2.542
50 H 2.078 -4.005 -2.257
51 H 5.333 -3.539 -0.429
52 H 4.629 -2.598 0.902
53 H 4.755 -1.895 -0.713
54 H 3.706 -5.449 -0.061
55 H 1.974 -5.093 0.006
56 H 3.043 -4.539 1.306
57 H 4.598 0.797 -0.260
58 H 4.852 1.949 -1.589
59 H 5.052 0.219 -1.880
60 H 2.310 1.866 0.078
61 H 1.105 1.775 -1.221
62 H 2.459 2.910 -1.338
63 H 3.363 0.155 -3.719
64 H 3.247 1.917 -3.586
65 H 1.783 0.930 -3.500
66 N 1.186 1.229 3.013
67 H 2.068 0.905 2.622
68 H 1.349 1.547 3.961
69 H 0.881 2.040 2.482

The spin multiplicity is 2. The LUMO energy (alpha / beta) is 0.3 / -2.5 eV. Its calculated total energy is -2104.42551 hartree. For the HOMO energy (alpha / beta), the calculation gives -8.9 / -8.9 eV.

Question: Which value of calculated total energy does entry 4 give?
Answer: -2104.42551 hartree